Entry 1:
{"formula": "C4H11N2", "method": "ωB97M-V/def2-TZVPD", "total_charge": 1, "homo_energy_ev": -13.9, "lumo_energy_ha": -0.1765, "homo_lumo_gap_ha": 0.336, "smiles": "C=[N+](C)CNC", "symbols": ["C", "N", "C", "C", "N", "C", "H", "H", "H", "H", "H", "H", "H", "H", "H", "H", "H"], "positions_angstrom": [[0.1007, 0.4339, -2.2343], [-0.0930, 0.4714, -0.9314], [-1.4704, 0.5008, -0.4247], [1.1562, 0.5045, 0.1766], [0.7771, 0.0654, 1.4862], [0.4021, -1.3554, 1.5822], [1.0897, 0.3480, -2.5778], [-0.7867, 0.3717, -2.8792], [-1.7087, 1.3913, 0.1093], [-2.1667, 0.5602, -1.2595], [-1.5898, -0.3737, 0.2541], [1.7912, -0.2756, -0.2669], [1.5396, 1.4698, 0.1654], [0.0906, 0.7888, 1.9580], [1.0976, -1.8278, 2.2230], [-0.5507, -1.4520, 2.1233], [0.3211, -1.6214, 0.4957]], "forces_ev_per_a": [[-1.7, -0.4, 3.6], [0.4, 0.6, -2.3], [0.0, -0.9, 0.1], [-1.5, -3.2, 1.0], [-1.7, 3.3, -0.5], [-1.3, 1.5, -0.9], [1.1, 0.1, -0.6], [0.6, 0.2, 0.1], [0.4, 0.8, 0.8], [0.0, -0.7, 0.0], [-0.3, 0.6, -0.7], [0.1, 0.7, 0.1], [0.5, 1.7, -0.2], [2.0, -2.1, -1.1], [1.0, -1.0, -0.1], [0.0, 0.0, -0.6], [0.1, -1.2, 1.4]], "lowdin_charge": [0.19, -0.10, -0.02, -0.09, -0.12, -0.08, 0.10, 0.13, 0.10, 0.10, 0.10, 0.13, 0.11, 0.18, 0.07, 0.09, 0.09]}

=====

Entry 2:
{"formula": "H10O5", "method": "ωB97M-V/def2-TZVPD", "total_charge": 0, "homo_energy_ev": -10.4, "lumo_energy_ha": 0.0137, "homo_lumo_gap_ha": 0.398, "smiles": "O.O.O.O.O", "symbols": ["O", "H", "H", "O", "H", "H", "O", "H", "H", "O", "H", "H", "O", "H", "H"], "positions_angstrom": [[-2.8017, 1.1942, 1.8146], [-3.2893, 0.5693, 1.2779], [-3.4608, 1.5815, 2.3905], [2.3346, -0.9552, -3.3416], [1.7005, -1.3918, -2.7729], [3.1615, -1.0053, -2.8620], [1.7773, 1.0293, -0.5372], [2.2886, 0.6310, -1.2416], [1.3490, 1.7809, -0.9469], [-0.1963, -0.9938, -0.5214], [0.0278, -1.5127, 0.2511], [-1.0080, -0.5462, -0.2828], [-0.6401, -0.5169, 2.2382], [0.1338, 0.0461, 2.2229], [-1.3769, 0.0898, 2.3111]], "forces_ev_per_a": [[0.1, 0.1, 0.0], [-0.2, -0.2, -0.2], [-0.1, 0.2, 0.2], [0.1, 0.3, -0.1], [-0.4, -0.1, 0.2], [0.3, -0.1, 0.0], [0.3, 0.3, 0.4], [0.0, -0.1, -0.3], [-0.1, 0.1, -0.1], [0.0, -0.4, -0.9], [-0.1, 0.1, 0.3], [0.0, 0.1, 0.2], [0.3, -0.6, 0.2], [0.3, 0.1, -0.1], [-0.4, 0.4, 0.1]], "lowdin_charge": [-0.03, 0.05, 0.06, -0.05, 0.02, 0.03, -0.06, 0.00, 0.03, -0.07, 0.02, 0.02, -0.06, 0.04, -0.02]}

=====

Entry 3:
{"formula": "C3H11NP", "method": "ωB97M-V/def2-TZVPD", "total_charge": 1, "homo_energy_ev": -13.4, "lumo_energy_ha": -0.1406, "homo_lumo_gap_ha": 0.353, "symbols": ["C", "C", "C", "N", "P", "H", "H", "H", "H", "H", "H", "H", "H", "H", "H", "H"], "positions_angstrom": [[1.0487, 0.6260, -0.9911], [-0.3365, 0.4757, 2.3497], [-0.2971, 0.0607, -0.5381], [-0.6345, -0.9560, -1.5913], [-0.2928, -0.9209, 1.1218], [1.3007, 1.6344, -0.4958], [0.9718, 0.9267, -2.0248], [1.9459, -0.1086, -0.8466], [-0.5968, 0.2104, 3.4143], [-1.2393, 0.8879, 2.1250], [0.5689, 1.0551, 2.3512], [-1.5389, 1.0732, -0.4638], [-1.1896, -0.5052, -2.2714], [-0.9891, -1.7442, -1.1749], [0.1493, -1.4132, -2.0017], [1.1293, -1.3021, 1.0375]], "forces_ev_per_a": [[1.0, 1.6, 1.1], [1.6, -2.4, 1.5], [-1.3, 1.9, 1.5], [0.9, 1.5, 0.3], [0.6, 0.1, 0.0], [-0.3, -1.8, -0.3], [0.2, -0.1, -0.6], [-1.8, 1.2, -0.2], [0.9, -0.6, -1.0], [-2.2, 2.2, -1.2], [-0.1, 0.7, -0.2], [3.8, -3.0, -0.4], [-1.0, 0.0, -1.3], [-2.7, -2.3, 1.4], [1.6, 0.5, -0.9], [-1.0, 0.5, 0.2]], "lowdin_charge": [-0.15, -0.32, -0.56, 0.14, 0.88, 0.12, 0.06, 0.12, 0.07, -0.03, 0.04, 0.27, 0.15, 0.08, 0.15, -0.03]}

=====

Entry 4:
{"formula": "C16H16BN3O4", "method": "ωB97M-V/def2-TZVPD", "total_charge": 0, "homo_energy_ev": -8.4, "lumo_energy_ha": 0.0104, "homo_lumo_gap_ha": 0.318, "smiles": "O=C(Cc1cnccn1)N[C@@H](Cc1coc2ccccc12)B(O)O", "symbols": ["O", "C", "C", "C", "C", "N", "C", "C", "N", "N", "C", "C", "C", "C", "O", "C", "C", "C", "C", "C", "C", "B", "O", "O", "H", "H", "H", "H", "H", "H", "H", "H", "H", "H", "H", "H", "H", "H", "H", "H"], "positions_angstrom": [[2.5586, 0.9363, 0.3451], [2.0376, -0.1673, 0.4951], [2.5168, -1.3361, -0.3360], [1.9635, -1.3037, -1.7334], [2.0824, -0.1569, -2.4734], [1.7064, 0.0072, -3.7398], [1.1619, -1.0883, -4.2251], [0.9583, -2.2395, -3.4872], [1.3862, -2.3667, -2.2496], [1.0321, -0.3464, 1.4379], [0.4445, 0.7299, 2.1682], [-0.9181, 0.3380, 2.7363], [-2.0651, 0.5848, 1.7693], [-3.3557, 0.8605, 2.0932], [-4.1917, 0.8671, 0.9962], [-3.3993, 0.6029, -0.1133], [-3.6787, 0.5231, -1.4789], [-2.6302, 0.3154, -2.3194], [-1.2952, 0.2053, -1.8874], [-1.0188, 0.2803, -0.5677], [-2.0605, 0.4530, 0.3398], [1.4664, 1.1074, 3.3782], [2.7946, 1.3967, 3.0930], [0.9557, 1.1866, 4.6649], [3.6195, -1.3835, -0.3964], [2.1620, -2.2401, 0.1608], [2.5526, 0.7178, -2.0184], [0.8233, -0.9306, -5.2602], [0.6328, -3.1261, -4.0234], [0.6778, -1.2766, 1.7012], [0.3736, 1.5991, 1.5443], [-1.0685, 0.9508, 3.6332], [-0.9321, -0.6557, 3.1339], [-3.7403, 1.0445, 3.0960], [-4.7380, 0.5517, -1.7457], [-2.8524, 0.2388, -3.3648], [-0.4551, 0.0998, -2.6050], [-0.0076, 0.2956, -0.2017], [2.9002, 1.3496, 2.1107], [1.6008, 1.3754, 5.3296]], "forces_ev_per_a": [[-0.3, 0.1, 0.1], [-0.1, 0.2, 1.3], [-0.4, -0.9, 0.6], [-0.2, 0.3, 0.3], [1.1, 2.3, 0.0], [0.3, -0.5, 1.0], [-0.9, 0.7, -1.7], [0.5, -0.6, -1.2], [-0.2, -0.8, 0.4], [1.5, -2.0, -1.5], [0.5, 0.3, 2.4], [-0.7, 1.7, -0.5], [-0.6, -0.3, 0.5], [0.8, -0.3, -0.1], [0.1, 0.0, -0.5], [2.0, 0.1, 1.3], [-1.8, 0.0, 1.8], [0.6, -0.2, -0.9], [0.1, 0.0, -1.5], [0.3, 0.3, 0.9], [-0.8, 0.1, -0.3], [0.4, 0.7, 0.0], [-1.2, -0.4, -0.2], [-0.2, -0.4, -1.4], [-0.5, 0.3, 0.3], [0.1, -0.2, -0.3], [-0.1, -0.3, 0.0], [0.0, -0.8, 0.4], [-0.4, 0.0, 0.4], [0.5, 0.7, -0.7], [-0.2, 0.5, -0.6], [-0.1, 0.0, -0.2], [0.1, -0.9, 0.0], [-0.4, 0.0, -0.6], [0.5, 0.1, -0.5], [0.0, 0.0, -0.5], [-1.0, 0.1, 0.5], [-0.3, -0.1, -0.4], [0.1, 0.2, 0.6], [0.7, 0.3, 0.6]], "lowdin_charge": [0.05, -0.45, -0.02, -0.29, -0.10, 0.09, -0.16, -0.12, 0.14, 0.07, -0.21, -0.08, -0.13, -0.04, 0.04, -0.17, -0.01, -0.08, -0.06, -0.02, -0.10, -0.54, 0.15, 0.16, 0.15, 0.12, 0.12, 0.12, 0.11, 0.17, 0.15, 0.12, 0.12, 0.14, 0.12, 0.10, 0.09, 0.08, 0.07, 0.09]}

=====

Entry 5:
{"formula": "C32H53N8O4SbSi3Y", "method": "ωB97M-V/def2-TZVPD", "total_charge": -1, "homo_energy_ev": [-2.1, -1.8], "lumo_energy_ha": [0.0709, 0.0721], "homo_lumo_gap_ha": [0.150, 0.139], "symbols": ["Y", "C", "Sb", "C", "C", "C", "C", "C", "C", "N", "Si", "C", "C", "C", "C", "C", "C", "C", "C", "C", "N", "Si", "C", "C", "C", "Si", "C", "C", "C", "H", "H", "H", "H", "H", "H", "H", "H", "H", "H", "H", "H", "H", "H", "H", "H", "H", "H", "H", "H", "H", "H", "H", "H", "H", "H", "H", "H", "H", "H", "H", "H", "H", "H", "H", "H", "H", "H", "N", "C", "C", "N", "C", "C", "N", "H", "H", "H", "H", "H", "C", "C", "O", "O", "H", "H", "H", "O", "C", "N", "C", "C", "O", "N", "C", "N", "H", "H", "H", "H", "H", "H", "H"], "positions_angstrom": [[0.0941, 0.0167, -0.0383], [-3.8283, 3.4123, 1.6410], [-3.0388, 1.4452, 1.2114], [-0.9325, 1.6287, 1.6265], [-0.3038, 2.8943, 1.1600], [1.0797, 3.1080, 1.1108], [1.6215, 4.2796, 0.6185], [0.7719, 5.2689, 0.1527], [-0.5850, 4.9889, 0.2065], [-1.1095, 3.8714, 0.6864], [-0.7234, 1.4356, 3.5028], [-1.6753, 2.8539, 4.3303], [-1.4572, -0.0151, 4.4481], [1.0316, 1.5324, 4.1513], [-3.2772, 1.2941, -1.0462], [-2.1552, 2.0061, -1.7641], [-2.4232, 2.9902, -2.6863], [-1.4342, 3.7055, -3.3791], [-0.1083, 3.3386, -3.0744], [0.1246, 2.3323, -2.1934], [-0.8308, 1.6038, -1.4983], [-5.0461, 1.9548, -1.3949], [-5.6883, 1.4530, -3.0985], [-5.3663, 3.8147, -1.3118], [-6.2842, 1.2815, -0.1408], [-3.3269, -0.5545, -1.5825], [-1.9693, -1.6344, -0.7647], [-3.0696, -0.7286, -3.4224], [-4.8231, -1.5857, -1.0991], [-3.3783, 3.7099, 2.5796], [-4.9115, 3.3585, 1.7556], [-3.5429, 4.1225, 0.8762], [1.7586, 2.3484, 1.4333], [2.6994, 4.3839, 0.5826], [1.1302, 6.2024, -0.2592], [-1.3060, 5.7128, -0.1670], [-2.7426, 2.7647, 4.1320], [-1.3521, 3.8434, 3.9950], [-1.5467, 2.8088, 5.4163], [-2.5346, -0.1160, 4.3095], [-1.2699, 0.2225, 5.5003], [-0.9892, -0.9711, 4.2351], [1.5583, 2.4516, 3.8904], [1.5816, 0.6758, 3.7750], [0.9822, 1.4644, 5.2414], [-3.4571, 3.2231, -2.8920], [-1.6822, 4.4850, -4.0846], [0.7421, 3.8343, -3.5276], [1.1537, 2.0617, -1.9785], [-5.0500, 1.8142, -3.9063], [-6.6823, 1.8909, -3.2273], [-5.7916, 0.3738, -3.2171], [-4.7947, 4.4196, -2.0134], [-5.2002, 4.2173, -0.3183], [-6.4283, 3.9439, -1.5462], [-6.3611, 0.1980, -0.1081], [-7.2675, 1.6802, -0.4089], [-6.0622, 1.6193, 0.8722], [-0.5383, -0.8968, -1.0697], [-2.2165, -2.6609, -1.0161], [-1.9003, -1.4696, 0.3147], [-2.1296, -0.2615, -3.7169], [-3.8762, -0.2772, -3.9982], [-3.0182, -1.7907, -3.6786], [-5.0239, -1.5862, -0.0265], [-4.5995, -2.6135, -1.3963], [-5.7358, -1.2805, -1.6116], [-3.1820, -3.8571, 3.5810], [-1.9221, -3.4705, 3.0712], [-1.8425, -2.3715, 2.2432], [-0.6437, -1.9185, 1.7199], [0.4183, -2.6919, 2.0982], [0.3046, -3.7885, 2.8971], [-0.8814, -4.2263, 3.4427], [-3.6833, -3.0860, 3.9988], [-3.0446, -4.5918, 4.2616], [-2.7463, -1.8129, 2.0163], [1.3942, -2.4108, 1.7198], [1.1961, -4.3543, 3.1435], [3.9740, 0.1917, 2.6103], [3.0792, 0.4924, 1.4218], [3.5008, 1.2248, 0.5217], [1.9083, -0.0376, 1.4335], [4.9344, 0.6832, 2.4758], [4.1113, -0.8874, 2.7064], [3.5125, 0.5364, 3.5322], [-0.6055, -1.4983, -1.7770], [5.0476, -0.0945, -4.0864], [3.7723, -0.5501, -3.5686], [2.5799, -0.3671, -4.3483], [1.5121, -0.2162, -3.2749], [0.3485, -0.1620, -3.5473], [2.1369, -0.1707, -1.9872], [3.4187, -0.3788, -2.2503], [4.4327, -0.4861, -1.3740], [5.1123, -0.3995, -5.1293], [5.8836, -0.5456, -3.5577], [5.1484, 0.9944, -4.0269], [2.3555, -1.2308, -4.9754], [2.5962, 0.5359, -4.9654], [4.2132, -0.3921, -0.3955], [5.1412, -1.1564, -1.6202]], "forces_ev_per_a": [[4.0, 5.4, 7.1], [-0.2, -0.1, -0.3], [-0.2, -0.4, 0.2], [0.3, -0.4, 0.0], [-0.5, 0.4, -0.4], [0.2, -0.2, 0.2], [-0.1, 0.1, -0.1], [0.0, -0.1, 0.0], [-0.2, 0.0, 0.0], [0.1, -0.1, 0.0], [-0.5, 0.3, -0.1], [0.2, 0.2, 0.1], [0.1, -0.1, -0.2], [0.0, 0.1, 0.0], [-0.1, -0.1, 0.2], [-0.1, -0.1, -0.2], [-0.1, -0.1, 0.0], [0.0, 0.0, 0.0], [0.1, 0.0, 0.0], [0.3, 0.0, 0.3], [-0.4, -0.2, 0.1], [0.1, 0.1, 0.1], [0.0, -0.1, 0.0], [0.0, 0.0, -0.1], [0.0, 0.0, 0.0], [0.4, 0.3, 0.0], [-1.5, -0.6, -3.3], [0.1, 0.1, 0.0], [-0.1, 0.1, 0.1], [0.0, 0.1, 0.0], [0.0, 0.0, 0.0], [0.0, 0.0, 0.0], [0.0, -0.2, 0.2], [0.0, 0.0, 0.0], [0.0, 0.0, 0.0], [0.0, 0.0, 0.0], [0.0, -0.1, 0.1], [0.0, 0.0, 0.0], [0.0, 0.0, 0.0], [0.0, 0.0, 0.0], [-0.1, 0.0, 0.0], [0.0, -0.1, -0.1], [0.0, 0.0, -0.1], [0.0, -0.1, 0.0], [0.0, 0.0, 0.0], [0.0, 0.0, 0.0], [0.0, 0.0, 0.0], [0.0, 0.0, 0.0], [0.0, 0.1, 0.1], [0.0, 0.0, 0.0], [0.0, 0.0, 0.0], [0.0, 0.0, 0.0], [0.0, 0.0, 0.0], [0.0, 0.0, 0.1], [0.0, 0.0, 0.0], [0.0, 0.0, 0.0], [0.0, 0.0, 0.0], [0.0, 0.0, 0.0], [-1.4, -2.7, -5.3], [0.0, -0.1, 0.7], [1.0, -0.3, -0.4], [0.0, 0.0, 0.0], [0.0, 0.0, 0.0], [0.0, 0.0, 0.0], [0.1, 0.0, 0.0], [0.0, 0.0, 0.0], [0.0, 0.0, 0.0], [0.0, -0.1, 0.0], [-0.1, 0.1, 0.0], [-0.2, -0.1, -0.1], [0.9, 0.6, -0.2], [0.1, -0.1, -0.1], [-0.1, 0.0, 0.0], [0.1, 0.0, -0.1], [0.0, 0.0, -0.1], [0.0, 0.0, 0.0], [0.0, 0.1, 0.1], [0.0, 0.1, 0.1], [0.0, 0.0, 0.0], [0.1, -0.2, -0.1], [-0.3, 0.0, 0.2], [0.2, 0.0, 0.0], [-0.1, -0.1, -0.6], [0.0, 0.0, 0.0], [0.0, 0.0, 0.0], [0.0, 0.0, 0.0], [-2.4, -1.5, 2.6], [0.0, 0.0, -0.1], [-0.1, 0.0, 0.1], [-0.1, -0.1, 0.0], [0.2, 0.1, -0.1], [0.3, 0.2, 0.0], [-0.4, -0.3, -0.9], [0.2, -0.2, 0.1], [-0.3, -0.3, 0.1], [0.0, 0.0, 0.0], [0.0, 0.0, 0.0], [0.0, 0.0, 0.0], [0.0, 0.1, -0.1], [0.1, 0.0, 0.0], [0.0, 0.3, 0.0], [0.1, 0.1, 0.0]], "lowdin_charge": [1.56, -0.33, 1.38, -0.58, -0.45, -0.07, -0.07, -0.09, -0.15, 0.08, 0.40, -0.20, -0.19, -0.17, -0.54, -0.40, -0.10, -0.12, -0.13, -0.21, -0.07, 0.43, -0.18, -0.17, -0.19, 0.49, -0.16, -0.14, -0.18, -0.03, -0.01, -0.02, 0.06, 0.11, 0.09, 0.10, 0.00, 0.03, 0.02, 0.02, 0.03, 0.01, 0.04, 0.00, 0.03, 0.05, 0.07, 0.09, 0.08, 0.03, 0.03, 0.01, 0.03, 0.00, 0.03, 0.00, 0.03, 0.00, -0.24, 0.09, -0.01, 0.03, 0.02, 0.04, 0.04, 0.04, 0.02, 0.07, -0.45, -0.19, -0.09, -0.21, -0.19, 0.05, 0.07, 0.06, 0.08, 0.07, 0.07, 0.00, -0.72, -0.03, -0.18, 0.08, 0.08, 0.06, -0.15, -0.04, -0.11, -0.06, -0.45, 0.07, 0.15, -0.39, 0.20, 0.09, 0.07, 0.10, 0.14, 0.14, 0.08, 0.11]}

=====

Entry 6:
{"formula": "C14H18F5LiO4PS", "method": "ωB97M-V/def2-TZVPD", "total_charge": -1, "homo_energy_ev": -4.4, "lumo_energy_ha": 0.0992, "homo_lumo_gap_ha": 0.260, "symbols": ["Li", "C", "C", "C", "C", "O", "P", "O", "O", "O", "C", "C", "C", "C", "H", "H", "H", "H", "H", "H", "H", "H", "H", "H", "H", "H", "H", "H", "H", "H", "H", "H", "F", "C", "C", "F", "C", "F", "C", "S", "C", "F", "C", "F"], "positions_angstrom": [[-14.9604, -5.9685, -1.6443], [-13.7306, -8.7788, 1.6071], [-13.4720, -9.8890, 0.6324], [-14.5941, -10.8574, 0.3226], [-12.1603, -10.6443, 0.8429], [-13.2320, -9.1611, -0.7209], [-14.3040, -8.2730, -1.4850], [-13.6501, -7.2140, -2.3773], [-15.2979, -7.5983, -0.6261], [-15.2040, -9.2945, -2.3787], [-15.0743, -9.7054, -3.7566], [-16.0730, -10.8662, -3.9362], [-15.3726, -8.4871, -4.6462], [-13.6587, -10.1759, -3.9848], [-13.9040, -9.1023, 2.6274], [-14.6781, -8.2425, 1.2713], [-12.8920, -8.1020, 1.5088], [-14.7060, -11.5736, 1.1243], [-14.2968, -11.4855, -0.5684], [-15.5845, -10.4004, 0.1082], [-12.1644, -11.1952, 1.7581], [-11.3238, -9.8646, 0.8379], [-11.9591, -11.3741, -0.0499], [-17.0446, -10.6154, -3.4918], [-15.7089, -11.7152, -3.3641], [-16.1857, -11.0825, -5.0080], [-16.4297, -8.2053, -4.5788], [-15.0708, -8.6923, -5.6783], [-14.7439, -7.6705, -4.2001], [-13.5066, -10.9911, -3.2798], [-12.9581, -9.3698, -3.7585], [-13.4378, -10.6943, -4.9472], [-19.4392, -1.0958, -1.7518], [-18.2255, -1.6839, -1.4447], [-18.1347, -3.0763, -1.4304], [-19.2603, -3.8368, -1.5504], [-16.8868, -3.6552, -1.4377], [-16.8655, -5.0057, -1.6080], [-15.6997, -2.9493, -1.1798], [-14.1973, -3.7701, -1.0741], [-15.8650, -1.5603, -1.1807], [-14.7480, -0.8344, -1.4141], [-17.0648, -0.9004, -1.3642], [-17.0849, 0.4436, -1.5850]], "forces_ev_per_a": [[0.2, 0.2, 0.3], [-1.7, 0.6, -0.5], [0.0, 0.2, -2.4], [-0.4, -0.8, -0.8], [1.2, 0.7, -2.4], [0.2, -0.6, 1.0], [0.2, 1.1, -2.2], [0.1, -1.5, 0.5], [-1.0, 0.2, 1.4], [0.2, -0.5, 0.1], [-0.3, 0.4, -0.3], [0.1, 0.8, 0.2], [0.5, 0.3, 0.8], [0.5, -1.1, 0.0], [0.3, -0.3, 0.2], [1.3, -0.5, 0.4], [0.1, 0.3, 0.4], [-0.1, -0.1, 0.5], [-0.3, 0.8, 0.8], [0.8, 0.0, 0.2], [0.0, -0.3, 0.7], [-1.0, -1.2, 0.1], [-0.4, 1.3, 1.6], [0.2, 0.2, -0.3], [0.1, -0.3, -0.2], [0.0, -0.2, 0.4], [0.2, 0.0, -0.1], [-0.2, 0.1, 0.1], [-0.6, -0.5, -0.8], [0.3, 0.0, 0.4], [0.1, -0.1, -0.3], [-0.4, 0.9, 0.2], [1.0, -0.5, 0.6], [-0.8, 0.8, -0.5], [-0.5, 0.4, -0.6], [0.8, 0.6, 0.0], [-0.2, -0.3, 0.9], [0.2, 0.2, 0.1], [-0.7, -0.6, -0.4], [0.3, 0.1, 0.0], [0.8, 0.4, -1.1], [-0.1, 0.3, 0.7], [-0.6, -0.4, -0.1], [-0.2, -1.0, 0.2]], "lowdin_charge": [0.55, -0.04, -0.57, -0.05, -0.05, -0.19, 0.20, -0.39, -0.35, -0.19, -0.64, -0.03, -0.03, -0.05, 0.08, 0.09, 0.09, 0.07, 0.10, 0.10, 0.06, 0.11, 0.12, 0.09, 0.07, 0.09, 0.09, 0.08, 0.08, 0.07, 0.08, 0.10, 0.05, -0.12, -0.14, 0.08, -0.24, 0.02, -0.65, 0.53, -0.25, 0.05, -0.14, 0.08]}